Run a
{
  "formula": "C2HBrClFO",
  "method": "wB97M-V/def2-TZVPD",
  "symbols": ["C", "C", "O", "F", "Cl", "Br", "H"],
  "positions_angstrom": [[0.483, -0.618, -0.058], [0.137, 0.797, 0.008], [0.623, -1.014, -1.193], [-0.217, 1.417, -1.120], [0.233, 1.887, 1.264], [-2.294, -1.467, 0.245], [1.035, -1.002, 0.855]],
  "mulliken_charge": [-0.28, 0.65, -0.43, -0.13, -0.08, -0.06, 0.32],
  "homo_lumo_gap_ev": [8.84, 5.84],
  "lumo_ev": [-1.960, -3.536],
  "e_homo_ev": [-10.798, -9.373]
}

Run b
{
  "formula": "C2HBrClFO",
  "method": "wB97M-V/def2-TZVPD",
  "symbols": ["O", "C", "C", "F", "Cl", "Br", "H"],
  "positions_angstrom": [[-0.361, 0.013, 1.768], [0.011, 0.277, 0.673], [1.336, 0.982, 0.433], [1.836, 1.489, 1.533], [1.457, 2.090, -0.894], [2.715, -0.779, 0.100], [-0.431, -0.010, -0.362]],
  "mulliken_charge": [-0.38, 0.08, 0.39, -0.14, -0.08, -0.14, 0.28],
  "homo_lumo_gap_ev": 9.36,
  "smiles": "O=C[C@](F)(Cl)Br",
  "lumo_ev": -1.446,
  "e_homo_ev": -10.805
}

Stability summary: most stable run b, least stable run a.

Run a
{
  "formula": "C6H11N",
  "method": "wB97M-V/def2-TZVPD",
  "symbols": ["C", "C", "C", "C", "C", "C", "N", "H", "H", "H", "H", "H", "H", "H", "H", "H", "H", "H"],
  "positions_angstrom": [[0.772, -1.580, -1.076], [1.463, -0.335, -0.618], [0.429, 0.774, -0.368], [-0.425, 0.548, 0.879], [-1.552, 1.584, 0.990], [-1.008, -0.863, 1.013], [-0.569, -1.749, 0.208], [-0.487, -2.659, -0.152], [0.314, -1.502, -2.077], [1.431, -2.479, -1.071], [2.000, -0.554, 0.315], [2.213, 0.019, -1.334], [0.944, 1.734, -0.264], [-0.227, 0.859, -1.247], [0.219, 0.667, 1.767], [-1.149, 2.604, 0.979], [-2.242, 1.489, 0.143], [-2.126, 1.443, 1.911]],
  "mulliken_charge": [-0.71, -0.48, -0.91, 0.80, -1.44, -0.69, -0.07, 0.23, 0.29, 0.40, 0.27, 0.32, 0.35, 0.31, 0.22, 0.35, 0.37, 0.39],
  "homo_lumo_gap_ev": 8.27,
  "lumo_ev": 1.009,
  "e_homo_ev": -7.265
}

Run b
{
  "formula": "C6H11N",
  "method": "wB97M-V/def2-TZVPD",
  "symbols": ["C", "C", "C", "C", "C", "C", "N", "H", "H", "H", "H", "H", "H", "H", "H", "H", "H", "H"],
  "positions_angstrom": [[2.242, 0.400, -0.084], [1.143, -0.638, -0.264], [-0.298, -0.126, -0.244], [-2.162, -0.884, 1.399], [-0.621, 0.972, -1.250], [-0.973, 0.025, 1.077], [-1.118, 0.550, 2.185], [2.213, 1.151, -0.881], [3.222, -0.088, -0.126], [2.158, 0.914, 0.881], [1.246, -1.431, 0.490], [1.245, -1.128, -1.242], [-2.059, -1.814, 1.952], [-3.189, -0.605, 1.178], [-0.914, -0.980, -0.518], [-1.671, 1.278, -1.168], [0.003, 1.862, -1.138], [-0.465, 0.542, -2.246]],
  "mulliken_charge": [-1.20, -0.57, 0.78, -0.69, -1.44, 0.25, -0.64, 0.32, 0.37, 0.30, 0.36, 0.36, 0.25, 0.25, 0.16, 0.41, 0.36, 0.35],
  "homo_lumo_gap_ev": 9.64,
  "lumo_ev": 0.823,
  "e_homo_ev": -8.813
}

Run c
{
  "formula": "C6H11N",
  "method": "wB97M-V/def2-TZVPD",
  "symbols": ["C", "C", "C", "C", "C", "N", "C", "H", "H", "H", "H", "H", "H", "H", "H", "H", "H", "H"],
  "positions_angstrom": [[-2.039, -1.088, 0.234], [-1.639, 0.151, -0.046], [-0.144, 0.195, -0.293], [0.553, -0.237, -1.444], [1.950, -0.696, -1.550], [0.580, 0.940, 0.724], [-0.167, 1.229, 1.891], [-2.971, -1.516, -0.224], [-1.447, -1.901, 0.696], [-1.944, 1.264, -0.238], [-0.228, -0.744, -2.118], [2.065, -1.452, -2.375], [2.514, -0.919, -0.664], [2.584, 0.096, -1.923], [1.602, 0.717, 0.761], [-1.220, 1.140, 1.807], [-0.065, 2.363, 1.963], [0.015, 0.457, 2.799]],
  "mulliken_charge": [-0.64, -0.65, 0.56, -0.34, -1.16, -0.21, -0.95, 0.25, 0.28, 0.41, 0.21, 0.30, 0.36, 0.33, 0.24, 0.44, 0.31, 0.26],
  "homo_lumo_gap_ev": 8.31,
  "smiles": "C=C/C(=C/C)NC",
  "lumo_ev": 0.869,
  "e_homo_ev": -7.438
}

Run d
{
  "formula": "C6H11N",
  "method": "wB97M-V/def2-TZVPD",
  "symbols": ["C", "C", "C", "N", "C", "C", "C", "H", "H", "H", "H", "H", "H", "H", "H", "H", "H", "H"],
  "positions_angstrom": [[-2.695, -0.843, 0.817], [-1.520, -1.200, -0.059], [-0.913, -0.304, -0.802], [-0.393, 0.552, -1.508], [0.677, 1.410, -0.982], [1.368, 0.909, 0.284], [2.184, -0.363, 0.060], [-3.600, -1.384, 0.517], [-2.492, -1.088, 1.866], [-2.909, 0.228, 0.758], [-1.147, -2.220, -0.072], [0.216, 2.389, -0.807], [1.404, 1.547, -1.790], [0.612, 0.735, 1.060], [2.021, 1.709, 0.655], [2.582, -0.750, 1.003], [3.030, -0.173, -0.611], [1.575, -1.154, -0.390]],
  "mulliken_charge": [-1.10, -0.41, 0.46, -0.47, -0.50, -0.39, -1.08, 0.35, 0.28, 0.31, 0.36, 0.29, 0.34, 0.29, 0.35, 0.30, 0.34, 0.28],
  "homo_lumo_gap_ev": 9.44,
  "smiles": "CC=C=NCCC",
  "lumo_ev": 1.038,
  "e_homo_ev": -8.401
}

Stability summary: most stable run d, least stable run c.

Run a
{
  "formula": "C6H11N",
  "method": "wB97M-V/def2-TZVPD",
  "symbols": ["C", "C", "C", "C", "N", "C", "C", "H", "H", "H", "H", "H", "H", "H", "H", "H", "H", "H"],
  "positions_angstrom": [[-2.505, -0.099, 0.608], [-1.312, -0.645, 0.804], [0.029, 0.053, 0.729], [-0.092, 1.460, 0.314], [-0.167, 2.565, -0.023], [1.026, -0.698, -0.179], [2.441, -0.130, -0.103], [-3.407, -0.695, 0.711], [-2.638, 0.951, 0.350], [-1.228, -1.704, 1.055], [0.455, 0.070, 1.743], [1.023, -1.747, 0.140], [0.656, -0.680, -1.211], [2.825, -0.166, 0.924], [3.125, -0.704, -0.736], [2.471, 0.912, -0.438], [-1.386, 0.877, -2.067], [-1.317, 0.380, -2.618]],
  "mulliken_charge": [-0.81, -0.53, 0.82, -0.06, -0.47, -0.43, -1.18, 0.25, 0.29, 0.28, 0.25, 0.36, 0.22, 0.30, 0.35, 0.34, -0.15, 0.16],
  "homo_lumo_gap_ev": 11.22,
  "smiles": "C=C[C@H](C#N)CC.[H][H]",
  "lumo_ev": 0.975,
  "e_homo_ev": -10.249
}

Run b
{
  "formula": "C6H11N",
  "method": "wB97M-V/def2-TZVPD",
  "symbols": ["C", "C", "C", "N", "C", "C", "C", "H", "H", "H", "H", "H", "H", "H", "H", "H", "H", "H"],
  "positions_angstrom": [[1.567, 2.254, -0.776], [0.507, 1.483, -0.480], [0.491, 0.103, -0.032], [1.779, -0.560, -0.231], [-0.644, -0.541, 0.391], [-0.634, -1.967, 0.817], [-1.949, 0.162, 0.175], [1.487, 3.121, -1.413], [2.541, 1.800, -0.641], [-0.434, 1.760, -0.956], [2.463, -0.070, 0.344], [1.686, -1.488, 0.110], [-0.934, -2.486, -0.122], [-1.333, -2.249, 1.598], [0.348, -2.347, 1.047], [-2.807, -0.291, 0.680], [-2.006, 1.228, 0.389], [-2.126, 0.088, -0.900]],
  "mulliken_charge": [-0.87, -0.12, 0.68, -0.70, 0.91, -1.51, -1.57, 0.28, 0.23, 0.15, 0.21, 0.20, 0.30, 0.37, 0.37, 0.35, 0.35, 0.36],
  "homo_lumo_gap_ev": 8.80,
  "smiles": "C=CC(N)=C(C)C",
  "lumo_ev": 0.937,
  "e_homo_ev": -7.864
}

Run c
{
  "formula": "C6H11N",
  "method": "wB97M-V/def2-TZVPD",
  "symbols": ["C", "C", "C", "C", "N", "C", "C", "H", "H", "H", "H", "H", "H", "H", "H", "H", "H", "H"],
  "positions_angstrom": [[-0.763, 0.576, -0.196], [-0.781, -0.230, -1.447], [-1.455, 1.899, -0.213], [1.770, -0.985, 0.006], [-0.218, 0.143, 0.915], [0.777, -0.811, 1.145], [0.739, -1.454, 2.338], [-0.494, 0.620, 1.772], [-1.803, -0.242, -1.828], [-0.150, 0.195, -2.231], [-0.472, -1.251, -1.251], [-2.387, 1.843, -0.771], [-1.669, 2.254, 0.796], [-0.823, 2.643, -0.704], [2.759, -1.170, 0.436], [1.532, -1.838, -0.641], [1.824, -0.083, -0.604], [1.614, -2.108, 2.479]],
  "mulliken_charge": [0.85, -1.27, -1.32, -1.24, -0.12, 0.08, -0.54, 0.38, 0.42, 0.31, 0.34, 0.36, 0.36, 0.29, 0.38, 0.25, 0.33, 0.15],
  "homo_lumo_gap_ev": 6.82,
  "lumo_ev": 0.097,
  "e_homo_ev": -6.721
}

Run d
{
  "formula": "C6H11N",
  "method": "wB97M-V/def2-TZVPD",
  "symbols": ["C", "C", "N", "C", "C", "C", "C", "H", "H", "H", "H", "H", "H", "H", "H", "H", "H", "H"],
  "positions_angstrom": [[1.977, -0.784, 0.097], [2.063, 0.526, 0.874], [0.798, 1.163, 1.282], [-0.198, 0.725, 0.712], [-1.161, 0.256, -0.040], [-2.073, -0.855, 0.397], [-1.367, 0.904, -1.386], [3.002, -1.138, -0.033], [1.411, -1.551, 0.640], [1.524, -0.678, -0.895], [2.592, 1.269, 0.265], [2.649, 0.375, 1.783], [-1.744, -1.304, 1.339], [-3.090, -0.471, 0.535], [-2.117, -1.646, -0.363], [-2.333, 1.419, -1.425], [-0.580, 1.636, -1.596], [-1.351, 0.153, -2.186]],
  "mulliken_charge": [-1.02, -0.31, -0.56, 0.30, 0.61, -1.25, -1.28, 0.36, 0.29, 0.28, 0.28, 0.31, 0.33, 0.34, 0.32, 0.37, 0.31, 0.32],
  "homo_lumo_gap_ev": 9.24,
  "smiles": "CCN=C=C(C)C",
  "lumo_ev": 0.966,
  "e_homo_ev": -8.274
}

Stability summary: most stable run d, least stable run c.

Run a
{
  "formula": "C6H11N",
  "method": "wB97M-V/def2-TZVPD",
  "symbols": ["C", "C", "C", "C", "N", "C", "C", "H", "H", "H", "H", "H", "H", "H", "H", "H", "H", "H"],
  "positions_angstrom": [[-1.546, -0.814, -1.954], [-0.632, -1.231, -0.979], [0.223, -0.301, -0.212], [1.334, -0.770, 0.469], [1.091, -1.772, 1.367], [-0.174, 1.276, -0.136], [0.211, 2.080, 1.128], [-1.706, -1.294, -2.955], [-2.250, 0.119, -1.980], [-0.541, -2.337, -0.781], [2.260, -0.136, 0.446], [1.961, -2.410, 1.585], [0.278, -2.207, 1.011], [-1.327, 1.376, -0.164], [0.225, 1.593, -1.127], [0.650, 3.016, 0.829], [-0.729, 2.473, 1.651], [0.671, 1.338, 1.802]],
  "mulliken_charge": [-0.82, -0.39, 0.46, -0.30, -0.41, -0.37, -1.08, 0.22, 0.19, 0.16, 0.38, 0.26, 0.23, 0.17, 0.39, 0.27, 0.27, 0.38],
  "homo_lumo_gap_ev": 7.58,
  "smiles": "C=C/C(=C\\N)CC",
  "lumo_ev": 0.728,
  "e_homo_ev": -6.849
}

Run b
{
  "formula": "C6H11N",
  "method": "wB97M-V/def2-TZVPD",
  "symbols": ["C", "C", "C", "C", "H", "H", "H", "H", "H", "H", "H", "H", "C", "C", "N", "H", "H", "H"],
  "positions_angstrom": [[1.809, -0.839, -0.042], [0.849, 0.096, 0.646], [0.354, 1.231, 0.059], [0.183, 1.451, -1.409], [1.598, -0.927, -1.105], [1.705, -1.826, 0.410], [2.841, -0.538, 0.138], [1.041, 0.179, 1.713], [0.168, 2.099, 0.680], [0.981, 2.096, -1.785], [-0.765, 1.951, -1.608], [0.211, 0.521, -1.974], [-2.152, -0.463, 0.700], [-1.060, -1.638, 0.730], [-0.895, -2.780, 0.739], [-1.580, 0.335, 1.156], [-2.256, -0.327, -0.368], [-3.033, -0.624, 1.320]],
  "mulliken_charge": [-1.07, -0.40, -0.01, -1.35, 0.29, 0.35, 0.30, 0.35, 0.45, 0.34, 0.35, 0.35, -0.66, 0.44, -0.49, 0.22, 0.19, 0.34],
  "homo_lumo_gap_ev": 9.71,
  "smiles": "C/C=C\\C.CC#N",
  "lumo_ev": 0.645,
  "e_homo_ev": -9.065
}

Stability summary: most stable run b, least stable run a.

Run a
{
  "formula": "C6H11N",
  "method": "wB97M-V/def2-TZVPD",
  "symbols": ["C", "C", "C", "C", "C", "C", "N", "H", "H", "H", "H", "H", "H", "H", "H", "H", "H", "H"],
  "positions_angstrom": [[-3.240, -1.501, -1.153], [-0.335, 0.517, 0.859], [0.506, -0.325, 0.184], [-0.454, 1.943, 0.360], [1.386, 0.370, -0.774], [0.739, -1.817, 0.504], [-2.311, -1.020, -0.599], [-1.054, 0.357, 1.657], [-1.168, 2.428, 1.017], [-0.658, 1.874, -0.690], [0.431, 2.565, 0.415], [2.188, -0.253, -1.192], [1.845, 1.274, -0.366], [0.873, 0.854, -1.704], [0.704, -2.124, 1.601], [1.862, -1.957, 0.252], [0.097, -2.525, 0.002], [-1.412, -0.662, -0.372]],
  "mulliken_charge": [-0.19, -0.25, 0.63, -1.13, -1.31, -1.11, -0.01, 0.33, 0.35, 0.28, 0.32, 0.41, 0.29, 0.25, 0.27, 0.31, 0.29, 0.29],
  "homo_lumo_gap_ev": 10.32,
  "lumo_ev": 0.807,
  "e_homo_ev": -9.513
}

Run b
{
  "formula": "C6H11N",
  "method": "wB97M-V/def2-TZVPD",
  "symbols": ["C", "C", "C", "C", "C", "C", "N", "H", "H", "H", "H", "H", "H", "H", "H", "H", "H", "H"],
  "positions_angstrom": [[-0.084, -0.659, -2.056], [0.344, 0.358, -1.007], [-0.215, 0.119, 0.390], [0.268, 1.087, 1.388], [-0.263, -1.214, 0.870], [-1.407, 1.131, 0.700], [-2.403, 1.727, 0.581], [0.282, -1.660, -1.809], [0.337, -0.387, -3.029], [-1.174, -0.703, -2.156], [0.090, 1.373, -1.330], [1.435, 0.327, -0.870], [0.678, 2.049, 1.100], [0.054, 0.900, 2.437], [1.725, -0.152, 1.451], [-0.484, -1.377, 1.924], [-0.513, -2.036, 0.209], [1.330, -0.882, 1.209]],
  "mulliken_charge": [-1.33, -0.28, 1.02, -1.00, -1.01, -0.09, -0.54, 0.35, 0.37, 0.35, 0.42, 0.22, 0.36, 0.36, 0.21, 0.37, 0.28, -0.04],
  "homo_lumo_gap_ev": [7.98, 7.98],
  "lumo_ev": [-0.267, -0.268],
  "e_homo_ev": [-8.251, -8.249]
}

Run c
{
  "formula": "C6H11N",
  "method": "wB97M-V/def2-TZVPD",
  "symbols": ["C", "C", "C", "C", "C", "C", "N", "H", "H", "H", "H", "H", "H", "H", "H", "H", "H", "H"],
  "positions_angstrom": [[-0.486, 0.251, 2.010], [-0.470, -0.240, 0.584], [0.763, -0.446, -0.143], [2.080, -0.861, 0.434], [0.474, 0.011, -1.395], [-0.749, 0.755, -1.198], [-1.792, 0.671, -2.115], [-0.165, -0.531, 2.710], [0.185, 1.102, 2.151], [-1.489, 0.558, 2.312], [-1.284, -0.912, 0.333], [2.825, -1.001, -0.351], [1.996, -1.787, 1.010], [2.461, -0.093, 1.116], [0.955, -0.190, -2.347], [-0.682, 1.724, -0.721], [-2.018, -0.253, -2.449], [-2.604, 1.242, -1.942]],
  "mulliken_charge": [-1.43, -0.13, 0.78, -1.26, -0.88, -0.07, -0.55, 0.31, 0.32, 0.40, 0.34, 0.34, 0.32, 0.27, 0.40, 0.39, 0.23, 0.24],
  "homo_lumo_gap_ev": 8.64,
  "smiles": "C/C=C(C)/C=C/N",
  "lumo_ev": 1.076,
  "e_homo_ev": -7.564
}

Run d
{
  "formula": "C6H11N",
  "method": "wB97M-V/def2-TZVPD",
  "symbols": ["C", "C", "C", "N", "C", "C", "C", "H", "H", "H", "H", "H", "H", "H", "H", "H", "H", "H"],
  "positions_angstrom": [[-0.479, 2.221, -2.700], [-0.277, 1.362, -1.654], [0.244, -0.104, -1.618], [-0.382, -0.743, -0.530], [0.243, -1.319, 0.523], [-0.142, -0.844, 1.757], [0.438, -1.129, 3.122], [-0.669, 1.913, -3.660], [-0.552, 3.329, -2.342], [-0.500, 1.625, -0.595], [1.398, -0.154, -1.727], [-0.329, -0.450, -2.483], [-1.400, -0.529, -0.457], [1.318, -1.686, 0.419], [-0.890, 0.068, 1.574], [0.557, -2.219, 3.236], [-0.120, -0.576, 3.916], [1.541, -0.766, 3.219]],
  "mulliken_charge": [-0.86, -0.10, -0.41, -0.29, -0.32, 0.14, -1.03, 0.36, 0.19, 0.25, 0.29, 0.30, 0.36, 0.22, 0.09, 0.29, 0.28, 0.22],
  "homo_lumo_gap_ev": 8.42,
  "smiles": "C=CCN/C=C/C",
  "lumo_ev": 1.132,
  "e_homo_ev": -7.291
}

Stability summary: most stable run c, least stable run b.